# 1
Here is a structure of composition ArH20HeO10 from the OMol25 dataset. Energies are from ωB97M-V/def2-TZVPD.

Output
Charge: 0
Highest occupied orbital energy in hartree: -0.367
LUMO in eV: -0.282

Positions of all 32 atoms, in Å:
He 5.8449 8.8997 -16.0049
Ar 5.6922 8.4406 -13.2489
O 6.4037 5.1267 -14.6766
H 7.1894 4.7382 -14.2920
H 6.7332 5.8281 -15.2385
O 5.3416 9.0193 -19.4620
H 4.7738 8.6395 -18.7915
H 6.2018 9.0732 -19.0457
O 6.5354 11.7447 -14.3604
H 7.1915 11.1902 -14.7827
H 6.8535 11.8526 -13.4641
O 3.1393 7.7566 -17.7547
H 3.1288 8.4301 -17.0746
H 3.4533 6.9700 -17.3087
O 7.6319 6.4696 -16.7239
H 8.4769 6.7875 -16.4061
H 7.5419 6.8568 -17.5947
O 8.0723 11.7817 -17.6234
H 8.9392 11.5302 -17.3047
H 7.7484 12.4039 -16.9722
O 3.9191 11.5483 -14.2706
H 3.6678 10.9358 -14.9620
H 4.8751 11.5760 -14.3104
O 7.7742 8.8719 -18.2742
H 8.2783 9.6855 -18.2635
H 8.2732 8.2879 -18.8453
O 3.9563 5.4170 -16.6383
H 4.5215 5.2141 -15.8929
H 4.1719 4.7511 -17.2912
O 2.4691 9.4349 -15.6464
H 1.8422 9.8677 -16.2260
H 1.9310 8.8773 -15.0845

Löwdin atomic charge list, values in e, 8 entries: 0.1210 0.0382 -0.0725 0.0380 -0.0284 -0.0740 -0.0212 -0.0446


# 2
Here is a structure of composition C31H30Cl3N7OS6Sn in a non-equilibrium geometry from the OMol25 dataset. Energies are from ωB97M-V/def2-TZVPD.

Output
Charge: -2
Highest occupied orbital energy in hartree: 0.009
LUMO in eV: 3.571

Positions of all 79 atoms, in Å:
Sn -0.0103 -1.0571 1.5787
C -4.5969 -2.7592 2.2985
C -3.1192 -2.4383 2.4399
S -2.3937 -1.8995 0.9295
C -2.4885 -2.5814 3.6221
C -3.2644 -3.0398 4.8420
S -0.8069 -2.2483 3.9508
H -4.8897 -2.6282 1.2589
H -5.2117 -2.1000 2.9219
H -4.8109 -3.7948 2.5845
H -4.0757 -3.7263 4.5839
H -3.6909 -2.1763 5.3659
H -2.5847 -3.5393 5.5313
N 3.5673 0.2402 5.1357
C 4.1939 -0.9300 4.7876
C 5.3404 -1.5621 5.2471
C 5.6636 -2.7717 4.6547
C 4.8686 -3.3260 3.6453
C 3.7379 -2.6873 3.1712
C 3.4035 -1.4651 3.7504
N 2.3456 -0.6276 3.4804
C 2.4504 0.3647 4.3304
C 1.5241 1.4663 4.4900
C 1.6576 2.5102 5.3710
S 0.2898 3.5478 5.2834
C -0.3716 2.4887 4.0477
N 0.3752 1.4972 3.7598
H 3.8228 0.8664 5.8757
H 5.9523 -1.1352 6.0334
H 6.5490 -3.3002 4.9877
H 5.1529 -4.2825 3.2250
H 3.1151 -3.0982 2.3849
H 2.4617 2.7397 6.0510
H -1.3161 2.6943 3.5676
N 3.2969 -0.8399 -0.0248
C 2.1004 -1.3229 -0.6981
N 2.4817 -1.7865 -2.0237
S 1.4297 -2.7457 0.2326
H 3.5669 0.0507 -0.4306
H 3.0810 -0.6822 0.9521
H 2.5885 -0.9822 -2.6354
H 1.7373 -2.3623 -2.3918
S 0.8231 0.0431 -0.8297
Cl 2.5852 5.0905 -5.0969
C 1.2788 4.0221 -4.6769
C 1.4671 3.0420 -3.7188
C 0.4164 2.1990 -3.4023
C -0.8333 2.3265 -4.0127
C -1.9409 1.3985 -3.5711
C -2.9418 2.1076 -2.6294
N -2.3880 2.4830 -1.3561
C -1.5831 3.5733 -1.1171
C -1.2705 3.5203 0.2080
N -1.8612 2.4297 0.7852
C -2.5068 1.8218 -0.1749
O -2.6726 0.8977 -4.6825
C -3.0102 -0.4819 -4.6082
C -1.8442 -1.3787 -4.8988
C -1.1341 -2.0825 -3.9676
Cl -1.3753 -2.1667 -2.2803
S 0.1423 -2.9963 -4.7005
C -0.2865 -2.4232 -6.2656
C -1.3432 -1.5763 -6.2168
C -0.9861 3.3322 -4.9693
Cl -2.4994 3.6011 -5.7818
C 0.0599 4.1759 -5.3116
H 2.4194 2.9310 -3.2185
H 0.5763 1.4239 -2.6334
H -1.4680 0.5809 -3.0168
H -3.7707 1.4192 -2.4559
H -3.3263 3.0007 -3.1262
H -1.3263 4.2712 -1.8951
H -0.6472 4.1882 0.7808
H -3.0726 0.9092 -0.0512
H -3.7691 -0.6207 -5.3809
H -3.4411 -0.7314 -3.6327
H 0.2696 -2.7549 -7.1267
H -1.7756 -1.0925 -7.0816
H -0.0866 4.9466 -6.0543

Löwdin atomic charge list, values in e, 8 entries: 0.4160 -0.1835 -0.8141 0.3703 -0.8623 -0.1826 0.3500 0.0266


# 3
Here is an isolated molecule of C9H10N2 in a non-equilibrium geometry from the OMol25 dataset. Energies are from ωB97M-V/def2-TZVPD.

Output
2S+1: 3
Charge: 0
Highest occupied orbital energy (alpha / beta) in hartree: -0.221 / -0.343
Expectation value of S²: 2.05
LUMO (alpha / beta) in eV: 0.844 / -0.857

Positions of all 21 atoms, in Å:
C -1.1472 0.6182 -2.6160
C -0.2788 1.6283 -2.3736
C -1.2365 -0.4886 -1.8522
C 0.5077 1.5526 -1.2237
C -0.6501 -0.5192 -0.5730
C 0.2215 0.5715 -0.2760
C -0.7983 -1.5527 0.3578
C 1.2580 0.4405 0.7692
C 0.7743 -0.1210 2.1511
N -0.2375 -2.2619 2.5776
N 0.0042 -1.3119 1.8010
H -1.8651 0.8420 -3.4346
H -0.0635 2.5586 -2.9387
H -2.0092 -1.1490 -2.2518
H 1.3988 2.1896 -1.0352
H -1.3975 -2.3406 0.4914
H 2.0737 -0.1956 0.5168
H 1.6575 1.4769 0.9813
H 1.5968 -0.3769 2.8052
H 0.1022 0.5962 2.6519
H 0.0889 -2.1570 3.4716

Löwdin atomic charge list, values in e, 8 entries: -0.1333 -0.0937 -0.0419 -0.0430 -0.1943 -0.1790 0.1743 -0.1404


# 4
Here is a structure of composition C31H45ClN6O4PS2Y from the OMol25 dataset. Energies are from ωB97M-V/def2-TZVPD.

Output
Charge: 0
Highest occupied orbital energy in hartree: -0.224
LUMO in eV: 0.371

Positions of all 91 atoms, in Å:
Y 0.4702 -0.2738 0.4100
C 3.3215 0.5153 4.0156
C 2.3362 0.5821 2.8846
N 2.1455 -0.4201 2.1054
N 2.9403 -1.5336 2.2792
C 2.3720 -2.6465 1.9229
N 3.1312 -3.7766 2.0782
S 0.7400 -2.8804 1.3501
C 1.5415 1.8134 2.6219
C 1.5880 2.8111 3.5529
C 0.8152 3.9983 3.2925
C 0.0711 4.1095 2.1892
C -0.0257 3.0081 1.1614
N 0.7827 1.8138 1.4927
H 3.5663 -0.5211 4.2216
H 4.2442 1.0298 3.7371
H 2.9316 0.9876 4.9125
H 4.1209 -3.6258 2.1852
H 2.8449 -4.5762 1.5399
H 2.2262 2.7612 4.4173
H 0.8485 4.8228 3.9978
H -0.4843 5.0216 1.9971
H 0.2978 3.4003 0.1876
Cl -2.0258 4.1095 -1.7087
C -2.8073 4.4627 -0.1917
C -3.7200 5.5063 -0.1735
C -4.3782 5.8162 1.0067
C -4.1159 5.0745 2.1477
C -3.1999 4.0362 2.1003
C -2.5155 3.6991 0.9324
C -1.5150 2.5792 0.9631
H -3.9086 6.0641 -1.0804
H -5.0912 6.6304 1.0299
H -4.6229 5.3076 3.0757
H -2.9822 3.4681 2.9980
H -1.7726 1.9441 1.8059
H -1.6015 1.9700 0.0571
C 3.9307 -3.9819 -6.4949
C 3.3098 -3.3483 -5.2779
C 3.6432 -2.0580 -4.8961
C 3.0752 -1.4520 -3.7797
C 3.5122 -0.0523 -3.4077
C 2.1181 -2.1650 -3.0443
C 1.7604 -3.4703 -3.4103
C 0.7542 -4.2827 -2.6285
C 2.3752 -4.0418 -4.5159
C 1.4762 -1.5315 -1.8508
O 0.2189 -1.6011 -1.7060
O 2.1874 -0.9151 -1.0090
H 4.8390 -3.4596 -6.7932
H 3.2392 -3.9568 -7.3400
H 4.1819 -5.0270 -6.3102
H 4.3758 -1.5055 -5.4763
H 4.0413 0.4110 -4.2411
H 4.1732 -0.0743 -2.5428
H 2.6697 0.5830 -3.1353
H 0.8393 -4.1189 -1.5524
H 0.8890 -5.3445 -2.8365
H -0.2644 -4.0063 -2.9106
H 2.1190 -5.0615 -4.7879
C -2.7073 0.2515 4.4001
S -1.0600 0.3791 3.7024
C -0.2800 -0.8279 4.7730
O -1.1739 -0.3034 2.3604
H -2.6980 0.6078 5.4308
H -3.0396 -0.7853 4.3467
H -3.3563 0.8871 3.7964
H -0.2568 -0.4383 5.7914
H 0.7350 -0.9702 4.4005
H -0.8263 -1.7692 4.7099
N -0.8634 0.4504 -3.2131
C -0.0781 1.3801 -2.5938
N 0.3163 2.4569 -3.3161
O 0.2980 1.2487 -1.4222
H -0.8899 0.4860 -4.2216
H -0.6588 -0.4894 -2.8477
H -0.1622 2.6958 -4.1674
H 0.7121 3.2138 -2.7799
C -3.8627 -0.4020 0.0391
P -2.4523 -1.5674 -0.0173
C -2.8967 -2.7615 1.2944
C -2.8354 -2.5747 -1.4957
H -4.8350 -0.8978 0.0062
H -3.7842 0.2947 -0.7984
H -3.7874 0.1764 0.9610
H -3.9093 -3.1499 1.1646
H -2.8062 -2.2690 2.2608
H -2.1823 -3.5855 1.2771
H -3.8449 -2.9901 -1.4541
H -2.1096 -3.3878 -1.5445
H -2.7384 -1.9878 -2.4106

Löwdin atomic charge list, values in e, 8 entries: 1.3516 -0.0310 -0.2843 -0.0889 -0.0143 -0.8684 0.0518 0.5647